(1)
Density functional theory data (wB97M-V/def2-TZVPD) for 2 unconnected molecules or ions with the total composition C30H31O in a non-equilibrium geometry.

Computed properties:
charge = +1
E = -33653.29329 eV

Structure (XYZ):
```
62
Properties=species:S:1:pos:R:3:forces:R:3
C -2.87843 -1.78915 3.91674 0.45 -0.55 0.08
C -1.65519 -1.21775 3.31703 1.58 -0.21 0.57
C -1.66625 -0.20739 2.41362 0.05 0.60 -0.07
C -2.96196 0.37863 1.94596 -0.75 0.38 -0.22
C -0.43271 0.44135 2.15912 -0.01 0.43 0.38
C 0.86226 0.02361 2.55576 -0.25 0.65 0.06
C 2.07550 0.84681 2.26419 0.77 0.25 0.00
C 0.94565 -1.01040 3.42899 -1.42 -0.33 0.40
C 2.20826 -1.39631 4.09324 -0.35 -0.64 0.12
C -0.32377 -1.69760 3.83151 -0.07 -0.34 0.17
H -0.36384 -1.78441 4.94290 0.02 0.15 -0.50
H -2.58271 -2.59606 4.58936 -0.33 0.00 0.01
H -3.43783 -1.04299 4.48249 -0.03 0.07 -0.09
H -3.50188 -2.18385 3.12268 -0.37 -0.08 -0.03
H -2.81501 1.23914 1.27794 0.02 -0.35 0.08
H -3.60604 -0.35980 1.43065 0.48 0.28 0.11
H -3.56561 0.74355 2.79778 0.32 -0.14 -0.24
H -0.38706 0.31505 0.11783 -0.17 0.66 -1.38
H -0.50791 1.46428 1.77708 0.04 -0.34 -0.25
H 1.82041 1.77906 1.75227 0.11 -0.34 0.05
H 2.61498 1.13200 3.18557 -0.36 -0.17 -0.22
H 2.81055 0.27710 1.66064 -0.47 0.39 0.12
H 2.01467 -2.26172 4.73229 0.32 0.11 0.00
H 2.93085 -1.66060 3.32701 0.34 -0.01 0.03
H 2.61043 -0.58198 4.70172 -0.01 -0.01 -0.11
H -0.22229 -2.77021 3.54351 -0.06 0.30 0.04
C 5.71568 -1.14258 -2.81945 0.49 0.41 0.21
O 5.18946 -0.07204 -2.00152 -0.27 -0.46 -0.54
C 3.84457 0.01269 -1.84272 -0.96 -0.52 0.15
C 3.33956 1.09224 -1.08379 0.77 -0.93 -0.65
C 1.99223 1.20338 -0.84669 -0.32 0.58 -0.44
C 1.05709 0.32034 -1.40154 1.01 -0.66 0.53
C -0.37843 0.49439 -1.02211 -0.73 0.21 0.90
C -1.38451 -0.47898 -1.55776 -0.95 -0.13 -0.73
C -2.48135 0.18082 -2.14681 0.23 0.28 0.06
C -3.47486 -0.50939 -2.79937 -0.37 -0.43 -0.38
C -3.37592 -1.89615 -2.89680 0.14 -0.18 0.26
C -2.32450 -2.58785 -2.30435 -0.13 0.65 0.43
C -1.35580 -1.85457 -1.61216 0.40 -0.56 -0.02
C -2.25855 1.62962 -2.10743 0.84 0.05 0.64
C -1.00936 1.83480 -1.47110 -0.09 0.18 -0.55
C -0.44632 3.09269 -1.59307 0.51 1.04 -0.05
C -1.10992 4.14957 -2.23363 -0.96 -0.37 0.07
C -2.37492 3.94063 -2.77684 -0.25 -0.32 0.36
C -2.95258 2.67710 -2.70195 -0.03 -0.63 -0.16
C 1.56720 -0.79219 -2.08164 -0.86 0.61 -0.29
C 2.91681 -0.94144 -2.32683 0.98 0.78 0.24
H 6.79843 -0.96954 -2.80309 -0.33 -0.12 -0.05
H 5.51776 -2.13685 -2.40603 -0.15 0.22 0.13
H 5.37924 -1.11607 -3.86449 -0.17 0.24 0.31
H 4.05643 1.80356 -0.71781 0.10 0.27 0.22
H 1.65679 2.07406 -0.27488 0.06 -0.47 -0.20
H -4.29660 0.01254 -3.29434 0.24 -0.13 0.19
H -4.11318 -2.45874 -3.43266 -0.37 -0.10 -0.23
H -2.26405 -3.67255 -2.33078 -0.01 0.22 -0.15
H -0.50642 -2.37678 -1.20478 0.09 -0.21 0.28
H 0.55887 3.35304 -1.28771 -0.04 -0.35 0.29
H -0.71553 5.15693 -2.27846 0.39 -0.21 0.02
H -2.95072 4.73326 -3.23955 0.25 0.08 -0.02
H -3.91086 2.45086 -3.16730 0.15 0.26 0.03
H 0.87374 -1.51639 -2.51006 0.31 0.21 0.10
H 3.23545 -1.77078 -2.92836 0.20 -0.25 -0.07
```
Positions in Å, forces in eV/Å.

Löwdin atomic charges, in units of e: atom 1 (C): -0.01, atom 2 (C): -0.17, atom 3 (C): -0.21, atom 4 (C): -0.02, atom 5 (C): 0.09, atom 6 (C): -0.20, atom 7 (C): -0.03, atom 8 (C): -0.17, atom 9 (C): -0.01, atom 10 (C): -0.06, atom 11 (H): 0.17, atom 12 (H): 0.09, atom 13 (H): 0.11, atom 14 (H): 0.10, atom 15 (H): 0.09, atom 16 (H): 0.11, atom 17 (H): 0.10, atom 18 (H): 0.13, atom 19 (H): 0.15, atom 20 (H): 0.08, atom 21 (H): 0.10, atom 22 (H): 0.10, atom 23 (H): 0.10, atom 24 (H): 0.11, atom 25 (H): 0.11, atom 26 (H): 0.18, atom 27 (C): -0.06, atom 28 (O): -0.08, atom 29 (C): -0.26, atom 30 (C): 0.00, atom 31 (C): -0.08, atom 32 (C): -0.16, atom 33 (C): -0.14, atom 34 (C): -0.14, atom 35 (C): -0.12, atom 36 (C): -0.01, atom 37 (C): -0.07, atom 38 (C): -0.06, atom 39 (C): -0.05, atom 40 (C): -0.12, atom 41 (C): -0.09, atom 42 (C): -0.03, atom 43 (C): -0.06, atom 44 (C): -0.07, atom 45 (C): -0.01, atom 46 (C): -0.02, atom 47 (C): 0.00, atom 48 (H): 0.10, atom 49 (H): 0.09, atom 50 (H): 0.10, atom 51 (H): 0.12, atom 52 (H): 0.09, atom 53 (H): 0.12, atom 54 (H): 0.10, atom 55 (H): 0.11, atom 56 (H): 0.10, atom 57 (H): 0.09, atom 58 (H): 0.11, atom 59 (H): 0.11, atom 60 (H): 0.11, atom 61 (H): 0.11, atom 62 (H): 0.10


(2)
Density functional theory data (wB97M-V/def2-TZVPD) for a molecular structure, C40H36AsBr2N3OS5Tl in a non-equilibrium geometry.

Computed properties:
charge = -1
ΔE to the lowest compared entry with this formula, charge and spin = 10.00 kcal/mol
E = -308377.87399 eV

Structure (XYZ):
```
89
Properties=species:S:1:pos:R:3:forces:R:3
Tl 0.68570 0.72558 -0.91419 0.08 -0.49 0.05
C 2.86266 -0.16685 3.18344 -0.28 -0.25 0.12
C 4.01405 -0.43605 2.22932 0.11 0.23 -0.43
S 3.70436 -0.43567 0.42552 -0.21 -0.51 0.38
C 3.76877 -2.24016 0.07853 0.06 0.30 -0.07
C 2.55459 -2.86583 -0.58978 -0.23 0.09 0.25
S 1.00346 -2.83504 0.34495 0.09 -0.13 0.02
C 1.43011 -3.73234 1.87278 -0.10 0.40 -0.35
C 2.01513 -2.90947 3.03678 -0.17 0.32 0.05
S 1.37212 -1.20326 3.12357 -0.01 -0.07 -0.12
H 2.45835 0.83012 3.00218 0.05 0.03 0.04
H 3.24704 -0.21857 4.20510 0.13 0.21 -0.04
H 4.53451 -1.36233 2.47232 0.04 0.04 0.03
H 4.73044 0.37692 2.36673 0.07 -0.07 0.15
H 3.98069 -2.73100 1.02764 0.10 -0.06 -0.08
H 4.62682 -2.37132 -0.58273 0.01 -0.15 0.04
H 2.78051 -3.91009 -0.82070 0.09 0.04 -0.10
H 2.31590 -2.34562 -1.52065 0.01 -0.04 -0.07
H 2.10893 -4.54357 1.60227 -0.06 -0.11 0.12
H 0.47611 -4.15903 2.18532 0.04 -0.09 0.02
H 3.10004 -2.84020 2.98698 -0.01 -0.11 0.00
H 1.74309 -3.39644 3.97429 0.17 -0.09 -0.01
Br 6.69902 4.97486 -0.93995 -0.18 -0.02 -0.01
C 5.05044 4.02195 -0.97506 0.33 0.01 -0.13
C 4.84641 3.04641 -1.92534 -0.03 0.10 0.12
C 3.65567 2.33692 -1.85030 -0.06 -0.13 -0.10
N 2.73499 2.53196 -0.91308 -0.07 0.74 0.64
C 2.93200 3.50899 -0.00527 0.64 -0.23 -0.76
C 4.09168 4.28738 -0.02230 -0.28 -0.07 0.31
C 1.91655 3.76072 1.04363 -0.42 0.01 0.25
C 1.69861 5.05352 1.51664 0.05 0.04 -0.19
C 0.73449 5.23994 2.48522 0.05 0.15 0.15
Br 0.41098 6.98519 3.15465 0.00 -0.10 -0.06
C 0.02633 4.16837 2.98401 -0.02 0.03 -0.06
C 0.32937 2.92388 2.45660 -0.14 -0.12 0.00
N 1.24109 2.71514 1.51858 0.20 -0.14 -0.21
H 5.57976 2.82499 -2.68595 -0.02 -0.02 -0.02
H 3.42412 1.55350 -2.57121 0.03 -0.02 0.00
H 4.24844 5.04628 0.73062 0.07 -0.01 -0.02
H 2.24376 5.89556 1.11507 -0.05 0.00 -0.02
H -0.74220 4.29061 3.73190 -0.01 -0.02 0.01
H -0.19934 2.04572 2.80820 -0.04 -0.07 -0.01
O -1.96223 4.35449 -0.21677 0.06 0.03 -0.41
S -1.45113 3.92498 -1.54822 0.10 -0.33 0.71
N -0.64205 2.70183 -1.65978 -0.28 0.57 -0.30
S 2.29129 -0.45433 -3.39994 0.15 -0.09 0.26
C 1.15058 -0.06309 -4.66556 0.01 0.00 0.03
C 0.34727 1.08467 -4.58874 0.03 -0.13 -0.15
C -0.54605 1.39837 -5.60011 -0.01 0.02 0.04
C -0.66848 0.57842 -6.71468 -0.08 0.05 -0.10
C 0.11255 -0.56667 -6.79714 0.02 -0.09 0.00
C 1.01124 -0.88713 -5.79084 -0.16 0.12 -0.04
H 0.42383 1.73069 -3.72542 -0.03 0.07 0.01
H -1.15135 2.29338 -5.50646 -0.01 -0.01 -0.02
H -1.35686 0.83158 -7.51240 -0.02 -0.02 0.02
H 0.01578 -1.22848 -7.65160 0.01 0.04 -0.02
H 1.61261 -1.78401 -5.86705 0.03 0.01 0.05
C -5.83058 1.85490 2.01608 0.00 0.01 0.01
C -4.78970 2.36936 1.25503 -0.08 0.03 0.00
C -3.65180 1.60824 1.03733 0.18 -0.03 0.01
C -3.54869 0.32228 1.56454 0.04 -0.03 0.02
C -4.58739 -0.18175 2.34013 0.06 -0.04 0.00
C -5.72236 0.58528 2.56563 -0.06 0.01 0.02
As -1.87504 -0.63904 1.17180 -0.25 0.10 0.14
C -2.43790 -1.38816 -0.52981 0.02 -0.10 -0.08
C -2.46862 -0.73155 -1.74967 0.03 0.07 0.04
C -2.85533 -1.42277 -2.88985 -0.01 0.04 -0.03
C -3.20630 -2.76363 -2.80309 0.01 -0.08 -0.04
C -3.16306 -3.42742 -1.58681 0.02 -0.02 0.10
C -2.77537 -2.74349 -0.44011 0.02 0.13 -0.14
C -2.67193 -3.31155 0.91340 0.02 0.05 0.19
C -2.88832 -4.64030 1.26631 0.04 0.01 -0.01
C -2.73298 -5.04173 2.58540 0.02 -0.04 -0.01
C -2.37362 -4.12557 3.56655 -0.02 -0.01 0.03
C -2.15662 -2.79755 3.22286 0.05 0.12 -0.04
C -2.30326 -2.38943 1.90513 0.07 -0.10 -0.03
H -6.72171 2.44565 2.18993 0.01 0.01 0.01
H -4.85203 3.36679 0.83838 0.04 -0.01 -0.02
H -2.83091 2.03317 0.46707 -0.02 0.06 -0.01
H -4.51311 -1.17259 2.77282 -0.02 -0.01 -0.03
H -6.52704 0.19039 3.17473 0.00 -0.02 -0.01
H -2.18669 0.31436 -1.81615 -0.03 0.02 -0.05
H -2.86725 -0.91683 -3.84696 0.02 0.00 0.00
H -3.50144 -3.30275 -3.69467 0.01 0.02 -0.01
H -3.42256 -4.47779 -1.52822 -0.01 0.00 -0.05
H -3.15983 -5.36877 0.51227 0.00 0.00 0.00
H -2.88029 -6.08182 2.84989 -0.03 0.01 0.00
H -2.25388 -4.44990 4.59301 -0.01 0.01 0.00
H -1.86686 -2.07239 3.97546 0.04 -0.06 0.04
```
Positions in Å, forces in eV/Å.

Löwdin atomic charges, in units of e: atom 1 (Tl): 0.53, atom 2 (C): -0.54, atom 3 (C): -0.53, atom 4 (S): 0.82, atom 5 (C): -0.50, atom 6 (C): -0.54, atom 7 (S): 0.78, atom 8 (C): -0.51, atom 9 (C): -0.51, atom 10 (S): 0.79, atom 11 (H): 0.04, atom 12 (H): 0.07, atom 13 (H): 0.06, atom 14 (H): 0.07, atom 15 (H): 0.05, atom 16 (H): 0.07, atom 17 (H): 0.08, atom 18 (H): -0.01, atom 19 (H): 0.08, atom 20 (H): 0.05, atom 21 (H): 0.05, atom 22 (H): 0.06, atom 23 (Br): 0.72, atom 24 (C): -0.67, atom 25 (C): -0.09, atom 26 (C): -0.15, atom 27 (N): 0.05, atom 28 (C): -0.20, atom 29 (C): -0.07, atom 30 (C): -0.22, atom 31 (C): -0.06, atom 32 (C): -0.67, atom 33 (Br): 0.74, atom 34 (C): -0.09, atom 35 (C): -0.12, atom 36 (N): 0.11, atom 37 (H): 0.11, atom 38 (H): 0.01, atom 39 (H): 0.10, atom 40 (H): 0.11, atom 41 (H): 0.11, atom 42 (H): 0.11, atom 43 (O): -0.64, atom 44 (S): 0.59, atom 45 (N): -0.57, atom 46 (S): 0.45, atom 47 (C): -0.73, atom 48 (C): -0.15, atom 49 (C): -0.11, atom 50 (C): -0.14, atom 51 (C): -0.13, atom 52 (C): -0.15, atom 53 (H): 0.04, atom 54 (H): 0.10, atom 55 (H): 0.08, atom 56 (H): 0.09, atom 57 (H): 0.08, atom 58 (C): -0.10, atom 59 (C): -0.08, atom 60 (C): -0.12, atom 61 (C): -0.37, atom 62 (C): -0.11, atom 63 (C): -0.10, atom 64 (As): 1.29, atom 65 (C): -0.34, atom 66 (C): -0.11, atom 67 (C): -0.06, atom 68 (C): -0.08, atom 69 (C): -0.03, atom 70 (C): -0.21, atom 71 (C): -0.20, atom 72 (C): -0.03, atom 73 (C): -0.09, atom 74 (C): -0.10, atom 75 (C): -0.12, atom 76 (C): -0.36, atom 77 (H): 0.09, atom 78 (H): 0.10, atom 79 (H): 0.06, atom 80 (H): 0.09, atom 81 (H): 0.09, atom 82 (H): 0.07, atom 83 (H): 0.11, atom 84 (H): 0.10, atom 85 (H): 0.10, atom 86 (H): 0.10, atom 87 (H): 0.10, atom 88 (H): 0.10, atom 89 (H): 0.10